{"formula": "C30H32N5NiO2S3", "method": "wB97M-V/def2-TZVPD", "e_lumo_ev": [2.4, 2.4], "total_charge": -1, "elements": ["Ni", "C", "C", "N", "N", "C", "N", "S", "C", "C", "C", "C", "C", "N", "H", "H", "H", "H", "H", "H", "H", "H", "H", "O", "S", "C", "C", "C", "C", "S", "O", "C", "C", "C", "C", "C", "C", "C", "C", "C", "C", "C", "C", "H", "H", "H", "H", "H", "H", "H", "H", "H", "H", "H", "H", "H", "H", "H", "H", "H", "H", "N", "C", "C", "C", "C", "C", "C", "H", "H", "H", "H", "H"], "positions_angstrom": [[0.573, 0.691, 0.348], [2.786, 1.226, 3.917], [2.146, 0.799, 2.637], [1.546, 1.631, 1.867], [1.722, 2.960, 2.142], [0.758, 3.817, 2.264], [1.141, 5.136, 2.089], [-0.864, 3.512, 2.751], [2.251, -0.559, 2.144], [2.897, -1.498, 2.868], [2.913, -2.858, 2.359], [2.433, -3.133, 1.149], [1.909, -2.060, 0.213], [1.695, -0.761, 0.928], [2.483, 2.240, 4.150], [3.875, 1.196, 3.835], [2.480, 0.568, 4.728], [2.131, 5.312, 2.140], [0.541, 5.804, 2.535], [3.319, -1.256, 3.832], [3.294, -3.655, 2.991], [2.388, -4.146, 0.763], [2.673, -1.884, -0.554], [-0.559, -0.306, -0.948], [-0.101, -1.220, -2.109], [-0.801, -0.210, -3.557], [-0.931, 1.279, -3.289], [-2.208, 1.607, -2.517], [-2.208, 3.020, -1.968], [-1.456, 3.203, -0.309], [-0.128, 2.439, -0.422], [-2.645, 2.135, 0.515], [-3.986, 2.501, 0.516], [-4.933, 1.608, 1.004], [-4.535, 0.363, 1.484], [-3.184, 0.041, 1.550], [-2.240, 0.946, 1.090], [1.571, -0.764, -2.559], [2.226, -1.566, -3.485], [3.492, -1.212, -3.926], [4.095, -0.050, -3.449], [3.440, 0.739, -2.516], [2.176, 0.378, -2.065], [-1.784, -0.652, -3.768], [-0.142, -0.413, -4.403], [-0.941, 1.839, -4.229], [-0.065, 1.622, -2.723], [-2.324, 0.899, -1.699], [-3.066, 1.477, -3.182], [-3.216, 3.423, -1.847], [-1.633, 3.702, -2.605], [-4.288, 3.473, 0.135], [-5.983, 1.880, 0.991], [-5.280, -0.354, 1.812], [-2.859, -0.919, 1.938], [-1.193, 0.714, 1.184], [1.742, -2.471, -3.843], [4.011, -1.838, -4.641], [5.079, 0.237, -3.804], [3.904, 1.642, -2.136], [1.684, 0.982, -1.318], [0.773, -2.551, -0.536], [-0.319, -3.050, 0.151], [-0.625, -2.841, 1.527], [-1.764, -3.394, 2.109], [-2.658, -4.168, 1.373], [-2.386, -4.382, 0.023], [-1.256, -3.837, -0.575], [0.024, -2.220, 2.131], [-1.963, -3.204, 3.160], [-3.551, -4.583, 1.833], [-3.057, -4.996, -0.571], [-1.040, -4.031, -1.623]], "atomic_forces_ev_per_a": [[0.90, -0.11, 0.47], [0.05, 0.09, 0.06], [0.17, 0.39, 0.34], [-0.97, 0.21, -0.02], [0.83, 0.32, -1.02], [-0.43, -0.36, 0.40], [-0.06, -0.03, -0.04], [0.04, 0.00, -0.16], [-0.26, -0.28, -0.46], [0.24, -0.77, 0.34], [0.18, 0.19, 0.32], [-0.04, 0.17, -0.20], [-0.43, 0.10, 0.23], [-0.55, 0.00, -0.39], [-0.01, 0.04, 0.04], [-0.01, -0.03, 0.01], [0.04, -0.08, -0.01], [0.06, -0.06, -0.05], [-0.05, 0.06, 0.14], [0.02, -0.06, -0.05], [-0.02, 0.01, 0.00], [-0.01, 0.05, 0.02], [0.14, 0.05, -0.06], [0.42, 0.18, -0.42], [-0.18, 0.10, 0.15], [-0.16, 0.17, 0.29], [-0.02, 0.00, 0.00], [0.11, -0.07, -0.05], [0.16, 0.19, 0.08], [0.43, -0.51, -0.01], [-0.68, 0.17, 0.31], [-0.06, -0.04, 0.02], [-0.01, -0.06, -0.05], [0.09, 0.02, -0.03], [-0.02, 0.08, 0.00], [-0.09, 0.02, 0.01], [-0.34, -0.04, -0.06], [0.04, -0.05, -0.02], [-0.01, -0.08, 0.04], [-0.03, 0.09, 0.03], [-0.02, -0.03, -0.01], [0.00, -0.04, -0.02], [0.14, -0.15, -0.20], [0.14, -0.01, 0.05], [-0.05, -0.11, 0.01], [0.05, 0.02, -0.07], [-0.03, 0.07, -0.02], [-0.06, -0.06, -0.01], [-0.08, 0.02, -0.02], [0.08, 0.06, -0.03], [-0.11, -0.02, 0.07], [-0.02, -0.11, 0.02], [0.08, -0.02, 0.01], [0.07, 0.06, 0.02], [-0.01, 0.10, -0.05], [-0.18, -0.10, 0.21], [0.07, 0.06, 0.04], [-0.02, 0.00, 0.01], [-0.03, -0.04, 0.02], [-0.01, -0.06, 0.01], [0.08, 0.23, -0.24], [-0.27, -0.33, 0.31], [0.26, 0.13, -0.06], [-0.18, -0.04, -0.13], [0.19, 0.05, -0.23], [0.01, 0.06, -0.04], [0.18, 0.19, -0.08], [0.02, 0.04, 0.14], [0.04, -0.07, -0.01], [0.05, 0.00, -0.02], [0.11, 0.00, -0.02], [0.03, 0.06, 0.01], [-0.03, -0.03, 0.14]], "lowdin_charge": [0.52, -0.03, -0.26, 0.00, -0.04, -0.96, 0.03, 0.50, -0.32, -0.07, -0.12, -0.06, -0.37, 0.02, 0.06, 0.09, 0.08, 0.07, 0.05, 0.08, 0.09, 0.10, 0.12, -0.52, 1.04, -0.29, -0.25, -0.24, -0.32, 0.99, -0.55, -0.44, -0.10, -0.08, -0.08, -0.03, -0.11, -0.38, -0.08, -0.08, -0.09, -0.06, -0.08, 0.08, 0.08, 0.11, 0.08, 0.09, 0.12, 0.08, 0.09, 0.11, 0.10, 0.10, 0.10, 0.06, 0.12, 0.10, 0.10, 0.11, 0.07, -0.11, -0.33, -0.04, -0.14, -0.15, -0.13, -0.07, 0.09, 0.09, 0.08, 0.09, 0.09]}

{"formula": "C6H15P", "method": "wB97M-V/def2-TZVPD", "e_lumo_ev": 0.7, "smiles": "CCC=P(C)(C)C", "elements": ["C", "C", "C", "P", "C", "C", "C", "H", "H", "H", "H", "H", "H", "H", "H", "H", "H", "H", "H", "H", "H", "H"], "positions_angstrom": [[2.332, -1.222, 0.680], [1.672, -1.208, -0.676], [0.159, -1.161, -0.791], [-0.754, 0.321, -0.086], [-2.473, -0.279, -0.007], [-0.519, 1.353, 1.405], [-0.438, 1.579, -1.301], [2.061, -0.360, 1.238], [3.439, -1.264, 0.623], [1.873, -2.094, 1.054], [2.020, -2.037, -1.211], [2.060, -0.423, -1.174], [-0.335, -1.996, -0.379], [-2.867, -1.089, -0.703], [-2.519, -0.683, 1.073], [-3.237, 0.505, 0.022], [-1.282, 2.198, 1.420], [-0.580, 0.703, 2.325], [0.487, 1.984, 1.392], [-0.348, 2.572, -0.945], [0.414, 1.032, -1.779], [-1.165, 1.572, -2.179]], "atomic_forces_ev_per_a": [[0.50, -0.22, -0.81], [-1.47, -0.24, 1.01], [-0.62, 3.06, 1.36], [1.01, -2.74, -1.92], [-1.12, -0.89, 1.86], [0.77, 1.53, 1.23], [-0.82, -1.54, -2.90], [-0.33, 0.73, 0.72], [-0.61, -0.27, 0.07], [0.11, -1.10, 1.63], [0.36, -1.54, -0.90], [1.31, 2.98, -2.09], [-0.62, -1.30, 0.61], [1.24, 1.10, 0.73], [-0.08, 0.21, -1.53], [0.34, 0.18, -0.23], [0.53, -1.26, 0.14], [0.11, 0.97, -0.77], [-1.80, -1.83, -0.08], [0.59, 0.88, 0.27], [0.05, 1.36, 0.28], [0.56, -0.07, 1.34]], "lowdin_charge": [-0.12, -0.40, -0.27, 0.74, -0.24, -0.27, -0.24, 0.04, 0.08, 0.05, 0.08, 0.04, -0.02, 0.07, 0.07, 0.04, 0.06, 0.05, 0.09, 0.02, 0.04, 0.08]}

| no. | largest force on an atom (eV/A) | M (g/mol) |
| --- | --- | --- |
| 1 | 1.4 | 649.51 |
| 2 | 3.9 | 118.16 |